This record from the OMol25 dataset describes a cluster of 11 separate species, C74H144N6O21 in total at a distorted geometry. The level of theory is wB97M-V/def2-TZVPD.

Geometry as XYZ:
```
245
Properties=species:S:1:pos:R:3:forces:R:3:lowdin_charge:R:1
C 1.5744 0.8003 -0.6022 0.56 -1.38 -2.06 -0.05
C 1.3139 -0.3444 0.3650 1.20 -0.41 0.06 -0.46
C 2.7540 -0.8654 0.7732 -1.37 0.50 0.07 -0.03
C 0.5967 0.2671 1.5805 -0.44 0.53 0.23 -0.15
C -0.9121 0.4822 1.3407 1.12 -0.67 -0.37 -0.19
C -1.4313 -0.8825 0.9583 -0.89 -0.56 -0.35 -0.13
C -0.8165 -1.5777 -0.3679 -1.22 0.77 2.18 -0.49
C -1.2544 -3.0695 -0.3399 0.43 1.02 -1.24 -0.03
C -1.3676 -0.8113 -1.5591 -0.52 0.17 -0.53 -0.04
N 0.6309 -1.5728 -0.2346 -0.68 2.37 3.22 -0.14
O 1.3046 -2.0737 -1.3148 0.36 -0.43 -1.06 -0.01
H 2.0861 1.6737 -0.1979 -0.43 -0.05 0.17 0.09
H 2.2787 0.3075 -1.2724 0.45 0.47 -0.42 0.07
H 0.7722 0.9945 -1.3141 -0.39 0.60 0.57 0.07
H 2.6175 -1.7081 1.4510 0.24 0.12 0.22 0.08
H 3.3424 -1.1907 -0.0847 -0.22 0.06 -0.05 0.07
H 3.2662 -0.0217 1.2357 0.18 -0.20 0.26 0.08
H 0.8640 -0.2599 2.4964 -0.65 -0.55 0.07 0.11
H 0.9506 1.2730 1.8066 0.79 0.03 -0.44 0.11
H -1.3824 0.9569 2.2018 -0.14 -0.51 0.25 0.11
H -1.0906 1.2067 0.5461 0.32 0.02 -0.28 0.10
H -2.5138 -0.8324 0.8403 -0.20 -0.08 -0.52 0.11
H -1.3543 -1.5025 1.8515 0.53 -0.48 -0.15 0.11
H -0.8519 -3.4610 -1.2742 0.26 -0.54 0.09 0.07
H -2.3266 -3.2202 -0.4652 -0.07 0.18 0.58 0.08
H -0.8011 -3.5507 0.5267 -0.30 -0.12 -0.09 0.09
H -2.4321 -0.9914 -1.7093 -0.06 -0.67 -0.07 0.08
H -0.8297 -1.0542 -2.4755 -0.02 0.00 -0.04 0.08
H -1.4084 0.2716 -1.4421 0.72 0.09 0.22 0.07
H 1.4929 -2.9527 -0.9780 0.45 -0.26 -0.50 0.11
C 9.2576 7.0927 -3.0286 -0.59 -0.89 -0.56 -0.03
C 8.3632 6.8605 -4.2973 0.58 0.61 -1.07 -0.45
C 7.2576 5.8141 -4.0921 0.09 -0.05 0.90 -0.03
C 7.8581 8.2802 -4.7360 0.96 -0.55 0.89 -0.15
C 7.4909 8.4883 -6.1818 -1.18 -0.50 0.95 -0.19
C 8.6097 8.0142 -7.0955 -0.19 0.92 0.44 -0.14
C 9.1590 6.6097 -6.8037 -0.90 0.39 -1.25 -0.50
C 8.2227 5.5736 -7.5104 0.63 0.51 0.08 -0.02
C 10.5603 6.5379 -7.4997 -0.15 0.05 1.05 -0.03
N 9.2666 6.3797 -5.3836 0.71 2.97 0.44 -0.17
O 9.7895 5.1559 -5.1258 0.19 -1.27 0.38 0.01
H 10.2133 7.5293 -3.3184 -0.14 -0.01 -0.13 0.09
H 8.7892 7.7429 -2.2897 -0.23 -0.06 -0.05 0.08
H 9.4442 6.1149 -2.5845 0.17 0.10 0.22 0.07
H 7.5964 4.8895 -3.6248 0.64 0.02 0.10 0.08
H 6.5548 6.1730 -3.3401 -0.50 0.16 -0.41 0.09
H 6.8062 5.4484 -5.0144 -0.41 0.63 -0.09 0.08
H 7.0543 8.6452 -4.0967 -0.22 -0.40 0.16 0.12
H 8.6771 8.9581 -4.4955 0.32 0.03 -0.05 0.11
H 6.5036 8.0326 -6.2566 -0.02 -0.53 -0.83 0.11
H 7.2405 9.5490 -6.1704 0.39 0.24 -0.95 0.11
H 9.3616 8.7822 -6.9144 0.63 -0.22 -0.05 0.12
H 8.3912 8.0961 -8.1603 -0.25 -0.14 0.00 0.12
H 7.1626 5.8187 -7.4444 0.01 0.06 0.10 0.07
H 8.3968 4.5793 -7.0991 -0.06 -0.13 -0.23 0.07
H 8.5351 5.5848 -8.5547 -0.33 -0.29 -0.11 0.08
H 10.6891 7.1907 -8.3630 -0.66 -0.21 -0.31 0.08
H 10.7914 5.5042 -7.7570 0.28 0.13 0.04 0.08
H 11.2850 6.9529 -6.7991 0.15 -0.40 0.21 0.08
H 9.0170 4.6038 -5.2672 0.09 -1.17 0.15 0.07
C -1.0754 -12.1447 -1.9944 0.43 -0.35 1.23 -0.03
C -2.6055 -12.2108 -1.9789 0.69 1.13 0.04 -0.51
C -3.1495 -11.1768 -0.9497 0.74 -0.50 0.58 -0.03
C -3.0658 -11.7515 -3.3538 -1.15 -0.91 -0.73 -0.16
C -2.8949 -12.8046 -4.4413 -0.59 -0.19 0.51 -0.18
C -3.5024 -14.1590 -3.9822 0.90 0.02 -0.53 -0.13
C -2.9534 -14.6868 -2.5997 -1.47 0.55 -0.95 -0.45
C -4.0111 -15.7628 -2.1432 0.77 0.10 0.40 -0.04
C -1.5412 -15.2732 -2.8338 -0.58 -0.39 1.35 -0.03
N -3.0777 -13.5557 -1.6169 -0.98 -0.41 -2.11 -0.12
O -2.7302 -13.9751 -0.3075 0.03 0.46 -0.44 -0.01
H -0.7298 -12.8687 -1.2566 0.22 -0.11 0.06 0.08
H -0.6025 -12.4118 -2.9395 -0.16 0.28 -0.03 0.07
H -0.7195 -11.1921 -1.6020 0.08 0.21 -0.48 0.08
H -2.4551 -11.2701 -0.1147 -0.39 0.17 0.50 0.07
H -3.1243 -10.1268 -1.2412 0.36 -0.13 -0.61 0.08
H -4.1744 -11.3261 -0.6100 0.02 -0.52 -0.11 0.08
H -4.1303 -11.5247 -3.2938 -0.21 0.13 0.01 0.12
H -2.5635 -10.8536 -3.7139 0.17 0.19 0.63 0.13
H -3.3804 -12.4314 -5.3430 -0.20 -0.19 -0.09 0.11
H -1.8408 -12.8511 -4.7148 0.12 -0.53 0.12 0.10
H -3.2801 -14.8851 -4.7642 0.64 -0.38 0.14 0.11
H -4.5869 -14.2250 -4.0706 -0.25 0.84 0.71 0.11
H -4.2272 -16.5310 -2.8857 0.25 0.15 -0.29 0.08
H -4.9597 -15.2973 -1.8754 0.06 0.33 -0.25 0.08
H -3.7094 -16.2954 -1.2413 0.33 0.00 0.03 0.07
H -0.8035 -14.5927 -3.2591 -0.31 -0.06 -0.18 0.07
H -1.6223 -16.2088 -3.3872 0.01 0.21 -0.40 0.08
H -1.1773 -15.5931 -1.8574 0.28 0.12 0.16 0.08
H -3.6257 -13.9630 0.0382 0.16 -0.20 0.75 0.10
C 2.1102 5.3354 8.8929 -0.34 -0.18 0.49 -0.03
C 3.4225 6.0584 8.4987 -0.55 -0.90 -1.26 -0.52
C 3.0108 7.4476 7.9768 -0.10 0.46 -0.75 -0.05
C 4.3275 6.2901 9.6535 1.47 -0.95 3.00 -0.14
C 5.1353 5.0646 10.2867 -1.71 0.73 -2.00 -0.15
C 5.7996 4.3418 9.1090 0.50 -0.45 1.05 -0.17
C 4.9524 4.0511 7.8437 0.76 0.15 1.84 -0.48
C 5.9965 3.6074 6.7892 -1.48 0.22 -0.12 -0.03
C 3.9810 2.8837 8.2319 -0.72 1.41 -1.04 -0.02
N 4.2527 5.3234 7.5216 1.31 0.16 -0.77 -0.10
O 3.7295 5.3012 6.1994 -0.65 -0.28 0.40 -0.02
H 1.4440 5.0144 8.0921 0.38 0.39 -0.58 0.09
H 2.2360 4.4120 9.4582 0.34 0.26 0.26 0.06
H 1.5106 6.0142 9.4994 0.00 0.04 0.17 0.08
H 2.2306 7.4243 7.2160 -0.18 -0.39 0.09 0.08
H 2.6459 8.0963 8.7731 -0.11 -0.35 0.30 0.09
H 3.7871 8.0520 7.5077 0.60 -0.41 0.09 0.08
H 5.1176 7.0072 9.4311 -0.40 0.41 -0.22 0.12
H 3.7237 6.5911 10.5096 -0.07 0.83 -0.13 0.12
H 5.8249 5.4286 11.0483 0.15 0.04 -0.27 0.11
H 4.4036 4.4522 10.8136 0.06 -0.35 -0.05 0.09
H 6.1175 3.3706 9.4882 0.25 -0.25 -0.15 0.11
H 6.7214 4.8623 8.8490 -0.07 0.25 -0.18 0.11
H 6.3305 2.6161 7.0955 0.20 0.10 -0.13 0.08
H 6.8383 4.2925 6.6878 -0.11 0.04 0.12 0.08
H 5.4730 3.5341 5.8360 0.25 -0.19 -0.17 0.07
H 3.1292 3.1356 7.6001 -0.44 -0.63 0.03 0.08
H 3.6560 3.0406 9.2604 0.13 -0.43 -0.05 0.06
H 4.2565 1.8483 8.0314 0.45 0.23 0.10 0.08
H 4.2176 5.9982 5.7548 0.10 0.04 -0.05 0.10
C 2.0288 -6.2105 8.5628 -1.61 0.89 -0.15 -0.04
C 1.1372 -6.1569 7.2621 1.00 -0.89 -0.11 -0.43
C 0.2612 -4.8569 7.3342 -0.26 -0.31 -0.25 -0.03
C 2.2127 -6.0874 6.1117 -0.31 0.03 0.37 -0.15
C 1.7240 -6.3743 4.7058 -0.36 0.68 1.07 -0.21
C 1.0017 -7.6816 4.5649 -1.04 -0.28 1.07 -0.13
C -0.0993 -7.8986 5.7143 0.55 -0.37 -0.97 -0.44
C -1.3177 -7.0504 5.3868 -0.96 0.44 0.32 -0.05
C -0.4296 -9.4548 5.7751 0.27 0.86 0.73 -0.03
N 0.4515 -7.4842 7.0449 1.66 -0.03 -1.16 -0.13
O -0.4007 -7.8999 8.0660 -0.65 0.66 0.50 -0.02
H 1.3645 -5.9302 9.3802 0.10 -0.24 0.35 0.07
H 2.5515 -7.1292 8.8289 -0.15 -0.07 -0.53 0.08
H 2.7202 -5.3729 8.4700 0.26 -0.15 0.04 0.08
H 0.7643 -3.9605 7.6968 0.78 -0.23 -0.13 0.08
H -0.1418 -4.5899 6.3572 -0.02 -0.10 -0.07 0.06
H -0.5835 -4.8873 8.0224 -0.13 -0.73 -0.01 0.08
H 2.6336 -5.0819 6.1142 0.08 0.12 0.19 0.12
H 3.0183 -6.7696 6.3828 0.02 -0.13 0.05 0.11
H 0.9611 -5.6132 4.5419 0.09 0.32 -0.52 0.09
H 2.5353 -6.2224 3.9940 -0.11 -0.14 -0.14 0.12
H 1.6386 -8.5662 4.5626 0.19 0.12 -0.18 0.11
H 0.4667 -7.5506 3.6243 -0.17 -0.85 -0.13 0.11
H -1.0483 -6.0879 4.9521 0.13 -0.02 -0.06 0.06
H -1.8583 -6.8145 6.3034 0.06 -0.02 0.20 0.08
H -2.0952 -7.4693 4.7480 0.36 -0.45 -0.31 0.08
H -0.6067 -9.9987 4.8472 -0.05 0.70 -0.40 0.08
H -1.2873 -9.6432 6.4208 -0.09 0.13 -0.04 0.07
H 0.4133 -9.9763 6.2286 0.21 0.11 0.13 0.07
H -0.0311 -8.7362 8.3589 0.14 -0.04 0.12 0.10
C -0.1188 6.0446 -6.0848 -0.20 0.28 -0.86 -0.04
C -0.5520 6.8277 -7.3642 -0.91 -0.30 -1.05 -0.46
C -1.2773 5.7974 -8.3438 0.41 0.55 0.10 -0.02
C -1.5353 7.9343 -6.9221 -0.08 0.44 1.36 -0.15
C -1.9608 9.0366 -7.8654 -0.11 0.33 -0.98 -0.19
C -0.7666 9.6950 -8.4857 1.85 -1.07 -0.30 -0.14
C 0.3025 8.6364 -8.9696 0.71 0.73 -0.39 -0.51
C -0.1524 8.1091 -10.2877 -0.30 -0.70 -1.36 -0.06
C 1.5945 9.4797 -9.2353 -0.97 -0.95 1.24 -0.03
N 0.5701 7.5557 -8.0018 -0.72 0.51 2.06 -0.11
O 1.6382 6.6718 -8.2916 -0.35 0.22 -0.79 -0.01
H 0.4672 5.1514 -6.3012 -0.12 -0.03 -0.27 0.08
H 0.4718 6.6263 -5.3771 -0.19 0.34 -0.05 0.08
H -1.0647 5.7392 -5.6374 0.17 -0.11 0.32 0.08
H -0.5280 5.2055 -8.8694 0.07 0.01 -0.01 0.08
H -1.9795 5.0998 -7.8874 0.23 0.05 0.62 0.07
H -1.8951 6.2953 -9.0911 0.23 0.23 -0.01 0.05
H -2.4430 7.5608 -6.4480 0.03 -0.66 -0.14 0.12
H -1.0179 8.4164 -6.0927 0.16 0.24 0.18 0.12
H -2.6325 8.6644 -8.6389 -0.04 -0.18 -0.11 0.11
H -2.4984 9.8590 -7.3936 -0.35 -0.42 0.55 0.11
H -0.2761 10.3819 -7.7960 -0.01 -0.13 0.37 0.11
H -0.9375 10.2955 -9.3791 -0.50 -0.03 0.00 0.12
H -1.1698 7.7179 -10.2862 -0.04 0.23 0.01 0.07
H 0.4713 7.2877 -10.6404 0.20 -0.06 0.10 0.09
H -0.0691 8.8938 -11.0395 -0.23 0.01 -0.11 0.08
H 1.3314 10.2436 -9.9670 0.41 -0.11 -0.08 0.08
H 2.4205 8.8219 -9.5055 0.01 0.31 -0.31 0.08
H 1.7898 9.9463 -8.2697 0.49 0.22 -0.11 0.08
H 2.2297 6.8094 -7.5481 0.16 0.06 0.01 0.10
C -10.2862 -7.1168 3.4905 0.87 -0.56 -0.44 -0.02
C -11.0824 -5.9128 3.0123 0.36 -2.16 -0.61 -0.32
C -11.6383 -5.1019 4.1226 -1.77 0.81 -0.22 -0.12
O -10.8729 -3.9313 4.1091 2.02 1.07 0.23 0.08
C -10.0153 -3.9609 3.0523 2.16 3.36 -0.78 -0.54
O -9.1710 -3.1197 2.7302 -2.38 -1.80 1.59 0.11
O -10.2513 -4.9995 2.2916 -0.33 -1.44 -0.30 0.11
H -10.8901 -7.9812 3.7664 -0.40 0.36 0.34 0.09
H -9.5798 -6.8885 4.2886 -0.27 0.23 0.28 0.09
H -9.6450 -7.5391 2.7168 -0.08 0.32 -0.43 0.08
H -11.8688 -6.2522 2.3381 0.09 0.08 -0.09 0.15
H -11.6698 -5.5796 5.1019 0.19 0.11 -0.10 0.15
H -12.6219 -4.7506 3.8107 -0.45 -0.34 0.52 0.14
C -3.9862 1.3043 8.3134 0.90 -0.11 -0.03 -0.04
C -5.3811 0.7839 8.0903 0.64 -0.01 1.39 -0.31
C -5.6315 -0.1686 6.9251 1.44 0.43 1.96 -0.04
O -6.2564 -1.2827 7.5940 -0.96 -0.54 -4.40 0.10
C -6.2859 -1.1798 8.8667 -0.87 -0.17 3.26 -0.63
O -6.7846 -1.9765 9.6279 0.73 0.73 -0.79 0.14
O -5.7095 -0.0313 9.2413 0.05 0.91 0.51 0.08
H -3.1858 0.5723 8.4216 -0.34 -0.65 -0.24 0.09
H -3.9464 1.8145 9.2758 -0.19 0.50 -0.26 0.09
H -3.6667 1.9318 7.4813 -0.16 0.39 0.17 0.09
H -5.9899 1.6880 8.0852 -0.64 -0.32 -0.01 0.15
H -4.6402 -0.5502 6.6805 -0.26 0.14 -1.08 0.14
H -6.1700 0.4411 6.1995 -0.35 -1.30 -0.49 0.14
C 3.7038 0.4230 -8.8460 -0.92 -1.53 0.10 -0.01
C 3.6520 -0.4428 -7.5684 1.43 0.72 0.86 -0.32
C 3.4924 -1.9689 -7.5464 -1.65 1.16 -1.71 -0.10
O 4.3369 -2.4389 -6.5432 0.17 -1.14 0.75 0.09
C 5.2471 -1.5291 -6.2519 1.65 2.50 1.26 -0.50
O 6.1359 -1.5668 -5.4118 -2.24 -0.31 -2.41 0.14
O 4.9563 -0.4044 -7.0340 2.63 -0.35 1.58 0.03
H 4.2826 1.3459 -8.8102 -0.28 -0.05 0.81 0.09
H 2.6517 0.6047 -9.0651 0.13 0.37 -0.58 0.08
H 4.1767 -0.1425 -9.6490 -0.23 -0.20 -0.13 0.08
H 3.0525 0.0176 -6.7831 -0.62 0.13 -0.24 0.15
H 3.8300 -2.2914 -8.5314 -0.26 -0.72 0.05 0.14
H 2.4595 -2.2010 -7.2867 0.19 -0.57 -0.35 0.14
C -1.2372 6.8811 1.3627 0.68 0.13 -0.94 -0.03
C -2.6148 7.3583 1.8337 1.63 -0.38 0.13 -0.31
C -3.6542 7.4497 0.7284 0.61 -0.40 -0.24 -0.12
O -4.6889 6.6650 1.2270 -1.56 -1.20 0.97 0.05
C -4.4129 6.1025 2.4569 -0.29 1.29 0.03 -0.48
O -5.2487 5.6128 3.1671 1.57 0.09 -1.01 0.16
O -3.0882 6.3656 2.7413 -1.84 -0.67 0.19 0.06
H -0.8087 7.5598 0.6252 0.11 0.64 0.37 0.08
H -1.1941 5.9777 0.7543 -1.17 -0.41 0.05 0.08
H -0.4768 6.6206 2.0989 -0.33 0.72 0.55 0.08
H -2.6075 8.2968 2.3880 0.49 0.03 0.03 0.15
H -3.2716 6.9915 -0.1837 -0.09 0.13 -0.19 0.13
H -4.0353 8.4506 0.5257 0.18 0.00 0.07 0.14
C -10.9162 1.6834 -1.9277 0.31 -0.94 0.17 -0.03
C -9.7634 2.5274 -1.4434 -0.25 0.28 1.24 -0.32
C -8.3051 2.1139 -1.7055 -1.53 -2.14 0.50 -0.12
O -7.7013 3.1544 -2.3575 0.39 1.63 -0.87 0.08
C -8.6194 4.1030 -2.6528 0.62 2.36 -1.43 -0.50
O -8.3771 5.0923 -3.3392 -0.87 -2.58 1.90 0.12
O -9.8001 3.7984 -2.0687 0.09 1.05 -0.75 0.09
H -11.1062 0.8339 -1.2717 0.54 -0.16 0.29 0.09
H -10.6907 1.2301 -2.8930 -0.55 0.43 -0.36 0.09
H -11.8565 2.2207 -1.8044 0.15 0.32 -0.79 0.09
H -9.9622 2.6421 -0.3779 0.32 0.51 0.16 0.15
H -8.4267 1.2829 -2.4002 0.82 -0.50 0.16 0.13
H -7.7616 1.8793 -0.7903 -0.03 -0.26 -0.22 0.14
```
Positions in Å, forces in eV/Å.

- Charge: 0
- SMILES: CC1(C)CCCC(C)(C)N1O.CC1(C)CCCC(C)(C)N1O.CC1(C)CCCC(C)(C)N1O.CC1(C)CCCC(C)(C)N1O.CC1(C)CCCC(C)(C)N1O.CC1(C)CCCC(C)(C)N1O.C[C@H]1COC(=O)O1.C[C@H]1COC(=O)O1.C[C@H]1COC(=O)O1.C[C@H]1COC(=O)O1.C[C@H]1COC(=O)O1
- E_tot: -4814.13728 Eh
- Energy relative to the best compared isomer or geometry (same formula, charge and spin): 8.439 eV